Here is C8H11IOSi in the gas phase in a non-equilibrium geometry from the Open Molecules 2025 dataset. Energies are from wB97M-V/def2-TZVPD.

Values from the calculation:
Energy relative to the best compared isomer or geometry (same formula, charge and spin) = 6.74 kcal per mole
HOMO = -0.3410 hartree
Structure (SMILES) = CO[Si@](C)(I)c1ccccc1
Gap between HOMO and LUMO = 9.856 eV

CARTESIAN COORDINATES (ANGSTROEM)
C  -0.720721  -1.465000  -2.962866
O  -0.362317  -0.780252  -1.831619
Si  -0.705509  -0.979730  -0.278983
C  -0.072788  -2.916640  0.470361
I  -3.128893  -0.867915  0.301984
C  0.164995  0.544207  0.384136
C  0.077093  1.756051  -0.254899
C  0.499502  2.959284  0.310882
C  1.066587  2.914571  1.607717
C  1.193645  1.747270  2.226484
C  0.753094  0.543960  1.672095
H  -1.783213  -1.536937  -3.201555
H  -0.270885  -2.384491  -2.949447
H  -0.458826  -0.833064  -3.686372
H  0.932740  -2.900652  0.655791
H  -0.616316  -2.973662  1.381215
H  -0.355632  -3.704330  -0.180048
H  -0.591331  1.838081  -1.102413
H  0.283662  3.793257  -0.210656
H  1.552175  3.818021  2.139137
H  1.725063  1.681125  3.180143
H  0.817875  -0.253153  2.328914

Cartesian forces (eV/Å) of the 6 atoms listed first:
-2.403 -0.006 1.033
-0.386 0.749 0.955
1.124 -2.069 1.632
-2.753 3.584 -1.200
0.416 -0.019 -0.251
0.251 -1.473 2.342

These are the natural (NBO) partial charges, in e, on atoms 1 to 2: atom 1 (C): -0.2263, atom 2 (O): -0.9107

=====

Here is a molecular structure, C3H4GaLiO2 in a non-equilibrium geometry from the Open Molecules 2025 dataset. Energies are from wB97M-V/def2-TZVPD.

Values from the calculation:
Total charge = +4
HOMO (alpha / beta) = -1.1203 / -1.0711 hartree
Gap between HOMO and LUMO (alpha / beta) = 7.800 / 2.872 eV

CARTESIAN COORDINATES (ANGSTROEM)
O  -0.095516  -1.182159  0.655451
Li  -1.179581  0.922789  0.280412
C  1.109557  -0.724270  0.628292
C  1.363642  -0.247865  -0.706392
H  1.852884  -1.157594  1.307335
H  2.273027  -0.659975  -1.164228
H  1.405573  0.851076  -0.683855
Ga  -0.769881  -2.245071  1.859400
C  -2.830723  2.412981  -0.357368
O  -3.652186  3.113816  -0.662051
H  0.523204  -1.083730  -1.156999

Cartesian forces (eV/Å) of the 6 atoms listed first:
-0.551 2.075 0.122
0.315 0.079 -0.122
2.523 -2.559 -1.904
-1.694 -1.914 0.226
0.243 0.941 0.867
0.924 0.173 0.092

These are the Löwdin partial charges, in e, on atoms 1 to 2: atom 1 (O): -0.1582, atom 2 (Li): 0.8384

=====

Here is a molecular structure, C48H48Br2GeN9S2TeY in a non-equilibrium geometry from the Open Molecules 2025 dataset. Energies are from wB97M-V/def2-TZVPD.

Values from the calculation:
Energy relative to the best compared isomer or geometry (same formula, charge and spin) = 0.00 kcal per mole
HOMO = -0.1347 hartree
Gap between HOMO and LUMO = 2.122 eV

CARTESIAN COORDINATES (ANGSTROEM)
Y  -1.934354  -0.228265  1.164443
C  -2.824308  6.405667  4.641283
C  -2.338463  5.064787  4.193562
C  -2.543530  4.005354  5.089385
C  -2.423070  2.673337  4.676524
C  -2.066885  2.360482  3.332852
N  -1.513255  1.118253  3.023577
C  -0.274089  0.896697  3.536599
C  0.730357  1.800762  3.625616
C  1.760639  1.785813  4.601933
C  1.834521  0.763783  5.543047
C  2.686886  0.911646  6.800046
C  0.887193  -0.298688  5.402936
C  -0.021539  -0.347897  4.297253
N  -0.749230  -1.494965  3.966430
C  -1.114084  -2.498817  4.830016
C  -1.539577  -3.621738  4.095488
C  -1.600052  -3.181384  2.732022
N  -1.109909  -1.922647  2.626941
C  -2.065826  3.439936  2.389939
C  -2.050974  4.733338  2.858608
N  -2.319999  3.235491  1.013754
C  -2.884133  4.228607  0.201121
C  -3.400969  3.530411  -0.888456
C  -3.013968  2.140848  -0.747729
N  -2.457319  1.951709  0.485419
H  -3.693900  6.251689  5.335505
H  -3.172056  6.957869  3.785554
H  -2.107760  7.049859  5.163370
H  -2.890503  4.162590  6.097446
H  -2.572821  1.900731  5.371654
H  0.586547  2.724299  3.059174
H  2.360605  2.666814  4.794178
H  3.458280  1.706881  6.665614
H  3.309930  0.017180  7.016924
H  2.142982  1.147390  7.723384
H  0.974233  -1.227804  6.008483
H  -1.229217  -2.230527  5.851323
H  -1.668154  -4.627894  4.517230
H  -2.132224  -3.707722  1.898154
H  -2.206966  5.561164  2.151980
H  -2.959184  5.265396  0.567787
H  -3.914981  4.062818  -1.692114
H  -3.204018  1.430092  -1.514008
C  -1.193149  -0.867774  -3.076646
C  -2.497783  -1.300595  -2.465368
N  -2.924734  -0.977194  -1.240125
C  -4.259711  -1.483127  -1.116263
C  -4.797838  -2.071902  -2.234387
S  -3.631106  -2.109075  -3.526373
C  -4.976172  -1.280208  0.102719
C  -6.346187  -1.187819  0.216015
S  -6.873798  -0.758628  1.793461
C  -5.124501  -0.575782  2.234884
N  -4.230378  -0.857332  1.270352
C  -4.614097  -0.216033  3.633514
H  -0.347223  -1.383074  -2.659468
H  -1.137268  0.212376  -2.947418
H  -1.233021  -1.049239  -4.176712
H  -5.772006  -2.450722  -2.353449
H  -7.004202  -1.192435  -0.623745
H  -5.135307  -0.819749  4.355450
H  -5.018345  0.862920  3.795892
H  -3.491380  -0.366870  3.662538
Br  -3.836559  0.436559  -11.022873
C  -3.358453  0.099340  -9.257683
C  -4.144759  0.370011  -8.193910
C  -3.699112  0.004157  -6.952159
N  -2.395600  -0.321636  -6.746675
C  -1.549236  -0.394177  -7.721876
C  -2.025711  -0.201838  -9.063437
C  -0.072536  -0.289923  -7.497896
C  0.789960  -0.041593  -8.541358
C  2.155695  -0.305695  -8.357845
Br  3.137368  0.041689  -9.953784
C  2.591949  -0.914547  -7.231631
C  1.677949  -1.081471  -6.163058
N  0.376389  -0.732312  -6.266855
H  -5.174862  0.813649  -8.361371
H  -4.358549  0.093863  -6.095894
H  -1.302320  -0.408921  -9.819413
H  0.540355  0.512810  -9.454197
H  3.655403  -1.238360  -7.125675
H  1.960842  -1.411612  -5.193600
Te  6.059500  -4.820070  0.103628
C  7.981622  -4.052163  -0.064056
C  8.886021  -4.394255  0.989336
C  10.006840  -3.657678  1.228535
C  10.374749  -2.732487  0.233163
C  9.578283  -2.483272  -0.854378
C  8.400856  -3.202692  -1.100792
H  8.540082  -5.251575  1.588490
H  10.708915  -4.063266  2.015123
H  11.269549  -2.142284  0.332258
H  9.951163  -1.751971  -1.619372
H  7.710995  -2.896749  -1.969775
C  2.385773  -2.181020  1.840339
Ge  2.067556  -0.721453  0.546819
C  2.994287  0.888632  1.255110
C  3.078789  -1.022995  -1.217336
C  0.294266  -0.143597  0.077232
H  1.686997  -2.085577  2.734050
H  3.421574  -2.225814  2.135981
H  2.068182  -3.071887  1.342439
H  3.222963  0.875569  2.298114
H  2.455312  1.791332  1.037184
H  3.959049  0.937659  0.805694
H  4.191326  -1.014972  -1.112314
H  2.723415  -0.121296  -1.797278
H  2.731259  -1.991130  -1.578967
H  -0.161862  -0.919826  -0.545223
H  0.317675  0.733760  -0.621933

Cartesian forces (eV/Å) of the 6 atoms listed first:
2.900 0.842 -0.007
-0.403 0.358 0.644
-0.290 -1.417 0.674
-0.007 -0.807 -0.825
0.857 1.647 -1.977
0.821 0.942 0.521

These are the Löwdin partial charges, in e, on atoms 1 to 2: atom 1 (Y): 1.4220, atom 2 (C): -0.0549

=====

Q: What is the formula in the third record?
A: C48H48Br2GeN9S2TeY

=====

Q: What is the formula in the second record?
A: C3H4GaLiO2